#i
Here is one molecule with the formula C2HBrF2S from the OMol25 dataset. Energies are from ωB97M-V with the def2-TZVPD basis set.

Cartesian coordinates (Å):
F -0.7381 0.4315 -1.7061
C -0.6568 0.3765 -0.3679
S -1.0908 -1.2192 0.4208
C 0.5716 -0.2977 0.2404
F 1.4046 -0.9313 -0.5800
Br 1.3990 0.2966 1.8424
H -0.8894 1.3435 0.1505

Results
Net charge: 0
SMILES: F[C@H]1S[C@]1(F)Br

These are the Mulliken partial charges, in e, on atoms 1 to 5: -0.23 -0.06 -0.11 0.33 -0.20

---

#ii
Here is a 2-piece molecular cluster, C2HBrF2S overall from the OMol25 dataset. Energies are from ωB97M-V with the def2-TZVPD basis set.

Cartesian coordinates (Å):
C -0.3246 -0.4817 0.3147
C 0.5041 0.3318 -0.5937
F 0.1457 1.5358 -1.0251
F 1.8059 0.2191 -0.5201
S -0.3289 -1.1161 -1.3349
Br 0.1659 -1.4429 1.8666
H -1.9681 0.9540 1.2926

Results
Net charge: 0

These are the Mulliken partial charges, in e, on atoms 1 to 5: -0.32 0.76 -0.21 -0.19 -0.09

---

The winner here is #i, beating the second structure by 3.854 eV.

---

#i
Here is a 2-piece molecular cluster, CH7NS2 overall from the OMol25 dataset. Energies are from ωB97M-V with the def2-TZVPD basis set.

Cartesian coordinates (Å):
C -0.2032 -0.0667 -1.7116
N -0.1707 -1.5584 -1.6830
H -1.0635 0.2702 -2.3013
H -0.4004 0.3973 -0.7485
H 0.7467 0.2412 -2.1280
H -1.0218 -1.8413 -1.1916
H -0.3699 -1.8602 -2.6183
S 1.4141 1.6880 3.0352
S -0.3058 0.6768 3.4672
H 0.9531 2.4043 2.0151
H 0.4214 -0.3512 3.8649

Results
Net charge: 0
SMILES: CN.SS

These are the Mulliken partial charges, in e, on atoms 1 to 5: -0.60 -0.59 0.26 0.22 0.25

---

#ii
Here is a 2-piece molecular cluster, CH7NS2 overall from the OMol25 dataset. Energies are from ωB97M-V with the def2-TZVPD basis set.

Cartesian coordinates (Å):
C -2.3597 0.5172 0.9857
N -3.0187 0.0043 -0.2811
H -1.6533 -0.2193 1.3562
H -3.1387 0.7085 1.7232
H -1.9688 1.4902 0.7005
H -3.3704 -0.9214 -0.0666
H -2.2013 -0.1996 -0.8605
S 1.8104 -0.1724 0.7662
S 1.0832 -0.0484 -1.1984
H 0.7282 -0.8407 1.1438
H 0.2137 0.9911 -1.1133

Results
Net charge: 0
SMILES: CN.SS

These are the Mulliken partial charges, in e, on atoms 1 to 5: -0.57 -0.60 0.12 0.32 0.29

---

The winner here is #ii, beating the second structure by 0.202 eV.

---

#i
Here is a 2-piece molecular cluster, C5H15NO overall from the OMol25 dataset. Energies are from ωB97M-V with the def2-TZVPD basis set.

Cartesian coordinates (Å):
C -0.5458 -0.6657 -2.7254
N -0.8187 -0.0270 -1.4778
C 0.7925 -0.4012 1.9910
C -0.0640 -0.7225 0.7442
C 0.2560 0.1390 -0.4810
C 1.6448 -0.1521 -1.0168
H -0.0574 -1.6255 -2.5693
H 0.0842 -0.0809 -3.4168
H -1.4890 -0.9174 -3.2232
H -1.3254 0.8372 -1.5800
H 1.8491 -0.6654 1.8850
H 0.4410 -1.0206 2.8198
H 0.6305 0.6534 2.2211
H 0.1704 -1.7469 0.4364
H -1.0904 -0.4900 1.0392
H 0.2490 1.1937 -0.2218
H 1.9343 0.4490 -1.8840
H 2.3836 -0.0100 -0.2203
H 1.7201 -1.1738 -1.3759
H -1.5806 2.1553 3.4359
H -2.8280 1.7452 2.6394
O -2.3565 2.5259 2.9802

Results
Net charge: -1
⟨S²⟩: 0.7505
2S+1: 2

These are the Mulliken partial charges, in e, on atoms 1 to 5: -1.14 -0.31 -2.22 -0.51 -0.01

---

#ii
Here is a 2-piece molecular cluster, C5H15NO overall from the OMol25 dataset. Energies are from ωB97M-V with the def2-TZVPD basis set.

Cartesian coordinates (Å):
C -2.4452 -0.3352 1.9857
C -1.0718 0.1287 1.5580
N -0.4680 -0.4488 0.3621
C 0.8265 0.1801 0.1043
C 0.6713 1.5094 -0.6327
C -0.1564 -1.8734 0.5490
H -2.7905 0.2100 2.8559
H -3.1011 -0.1468 1.1225
H -2.5340 -1.4185 2.0761
H -0.3736 -0.0498 2.4062
H -1.0143 1.1961 1.3451
H 1.3927 -0.4568 -0.5568
H 1.3762 0.3732 1.0361
H 1.5445 2.0837 -0.9447
H -0.0428 2.1673 -0.1366
H 0.3098 1.2469 -1.6359
H 0.7516 -1.9426 1.1733
H -0.0394 -2.4301 -0.3745
H -0.8534 -2.3223 1.2591
H 2.3222 0.1150 -4.7720
H 3.2101 1.1401 -4.0670
O 2.4857 1.0738 -4.7134

Results
Net charge: -1
⟨S²⟩: 0.7505
2S+1: 2

These are the Mulliken partial charges, in e, on atoms 1 to 5: -1.27 -0.28 0.19 -1.07 -1.36

---

The winner here is #i, beating the second structure by 0.413 eV.

---

#i
Here is an isolated ion of composition C7H12 and charge +1 from the OMol25 dataset. Energies are from ωB97M-V with the def2-TZVPD basis set.

Cartesian coordinates (Å):
C 2.0715 -0.6511 -0.2693
C 1.2481 0.5081 -0.6483
C 1.8031 1.7861 -0.6144
C -0.1159 0.1906 -1.2886
C -1.0831 -0.4947 -0.3315
C -1.3159 -0.0560 0.9727
C -2.3673 -0.6009 1.8638
H 3.1586 -0.3388 -0.5440
H 2.0058 -0.9536 0.7084
H 1.8363 -1.5746 -0.8050
H 2.5651 2.0707 0.1757
H 1.7811 2.3795 -1.5069
H -0.1419 -0.4741 -2.1357
H -0.5764 1.0201 -1.8427
H -1.7232 -1.2895 -0.6616
H -0.8777 0.9868 0.9449
H -3.2077 -0.9366 1.1980
H -2.9841 0.0509 2.5771
H -2.0763 -1.6227 2.2074

Results
Net charge: +1
⟨S²⟩: 0.7575
2S+1: 2

These are the Mulliken partial charges, in e, on atoms 1 to 5: -1.23 0.88 -0.67 -0.94 -0.23

---

#ii
Here is an isolated ion of composition C7H12 and charge +1 from the OMol25 dataset. Energies are from ωB97M-V with the def2-TZVPD basis set.

Cartesian coordinates (Å):
C -0.3001 -0.6497 2.5267
C -0.6584 -1.6148 1.4018
C 0.4762 -1.6392 0.3337
C 0.8740 -0.3835 -0.3220
C 0.1127 0.6578 -0.5816
C 0.3924 1.5457 -1.8037
C -0.6419 2.4915 -2.1148
H -0.2764 0.2950 2.1605
H 0.7500 -0.7726 2.6094
H -1.0623 -0.6727 3.4968
H -1.6974 -1.4593 0.8669
H -0.8126 -2.5383 1.9458
H 0.2113 -2.4787 -0.4528
H 1.3535 -2.1406 0.9343
H 1.8780 -0.3846 -0.8835
H -0.9411 0.8667 -0.2218
H 0.8960 1.2208 -2.6345
H -1.1944 2.7914 -1.3492
H -0.6337 2.8264 -3.1130

Results
Net charge: +1
⟨S²⟩: 0.7831
2S+1: 2

These are the Mulliken partial charges, in e, on atoms 1 to 5: -1.15 -0.54 -0.60 -0.19 0.25

---

The winner here is #i, beating the second structure by 0.178 eV.